(1)
A cluster of 2 separate species, C3H8N2O2 in total at a distorted geometry, computed with ωB97M-V/def2-TZVPD.

The largest force on an atom comes out at 1.2 eV/A. Its HOMO energy is -8.937 eV. As for the LUMO energy: 0.4 eV.

CARTESIAN COORDINATES (ANGSTROEM)
C: -1.30 1.71 -0.51
N: -0.29 0.74 -0.13
C: 0.46 0.96 0.91
N: 1.26 0.04 1.38
H: -2.30 1.28 -0.43
H: -1.20 2.04 -1.54
H: -1.29 2.56 0.17
H: -0.23 -0.23 -0.67
H: 0.41 1.89 1.46
H: 1.21 -0.98 1.08
H: 1.88 0.30 2.13
O: 0.02 -1.51 -1.52
C: 0.33 -2.58 -0.94
O: 0.75 -2.74 0.22
H: 0.29 -3.48 -1.60

These are the natural (NBO) partial charges, in e, on atoms 1 to 6: -0.410 -0.534 0.371 -0.758 0.212 0.216

=====

(2)
A structure of composition C24H27F4N4O3S4Ti at a distorted geometry, computed with ωB97M-V/def2-TZVPD.

As for the total charge: -1. The largest force on an atom comes out at 2.2 eV/A. Its HOMO energy (alpha / beta) is -2.826 / -4.833 eV. The expectation value of S² is 2.031. Its spin multiplicity is 3. As for the LUMO energy (alpha / beta): 2.2 / 2.1 eV.

CARTESIAN COORDINATES (ANGSTROEM)
Ti: -0.75 -0.29 -0.33
C: -0.26 -2.15 -2.32
C: 1.19 -1.71 -2.16
N: 1.30 -0.32 -1.68
C: 2.67 -0.13 -1.17
C: 3.01 1.27 -0.67
C: 1.00 0.65 -2.76
C: -0.09 1.63 -2.33
N: -1.24 0.83 -1.96
C: -2.46 1.06 -2.49
C: -3.43 0.01 -2.49
F: -3.00 -1.20 -2.07
C: -4.70 0.12 -2.99
F: -5.52 -0.94 -2.95
C: -5.13 1.30 -3.58
C: -4.21 2.32 -3.64
F: -4.58 3.48 -4.23
C: -2.93 2.22 -3.14
F: -2.15 3.32 -3.26
H: -0.30 -3.22 -2.52
H: -0.79 -1.98 -1.38
H: -0.77 -1.62 -3.13
H: 1.65 -2.35 -1.42
H: 1.74 -1.83 -3.11
H: 2.81 -0.83 -0.35
H: 3.37 -0.40 -1.98
H: 2.41 1.51 0.21
H: 4.05 1.27 -0.36
H: 2.88 2.04 -1.42
H: 1.90 1.19 -3.07
H: 0.62 0.11 -3.63
H: 0.26 2.22 -1.47
H: -0.28 2.31 -3.16
H: -6.13 1.41 -3.97
O: -0.59 3.72 1.44
C: 0.42 3.45 2.29
C: 0.89 4.50 3.08
C: 1.93 4.30 3.97
C: 2.52 3.05 4.08
C: 2.07 2.01 3.30
C: 1.02 2.18 2.39
C: 0.56 1.05 1.58
O: -0.32 1.25 0.61
N: 1.05 -0.14 1.79
N: 0.48 -1.08 0.98
C: 1.04 -2.29 1.07
S: 2.42 -2.63 2.11
C: 2.85 -4.06 1.05
C: 1.59 -4.86 0.76
S: 0.11 -3.75 0.71
H: -0.81 2.89 0.97
H: 0.41 5.46 2.98
H: 2.27 5.12 4.60
H: 3.34 2.89 4.78
H: 2.51 1.02 3.36
H: 3.59 -4.66 1.58
H: 3.28 -3.66 0.13
H: 1.39 -5.60 1.53
H: 1.66 -5.38 -0.20
C: -1.56 -2.58 3.94
O: -1.68 -1.80 2.76
C: -2.88 -1.35 2.39
S: -4.25 -1.69 3.26
S: -2.89 -0.37 0.98
H: -0.49 -2.77 4.07
H: -2.10 -3.51 3.84
H: -1.95 -2.03 4.80

These are the natural (NBO) partial charges, in e, on atoms 1 to 6: 1.425 -0.550 -0.220 -0.486 -0.210 -0.612

=====

(3)
A structure of composition C13H11EuNO6 at a distorted geometry, computed with ωB97M-V/def2-TZVPD.

The largest force on an atom comes out at 4.9 eV/A. Its HOMO energy (alpha / beta) is -5.040 / -8.349 eV. The expectation value of S² is 15.864. Its spin multiplicity is 8. As for the LUMO energy (alpha / beta): 0.2 / -3.9 eV.

CARTESIAN COORDINATES (ANGSTROEM)
Eu: 0.18 0.06 0.44
O: -0.45 3.57 -2.40
C: -0.28 2.34 -1.84
O: -0.04 2.24 -0.57
C: -0.39 1.23 -2.67
C: -0.45 1.26 -4.09
C: -0.40 0.05 -4.77
C: -0.31 -1.16 -4.09
C: -0.29 -1.14 -2.66
N: -0.35 0.05 -1.98
C: -0.15 -2.23 -1.82
O: -0.29 -3.51 -2.26
O: 0.08 -2.08 -0.56
H: -0.29 4.23 -1.72
H: -0.49 2.20 -4.61
H: -0.40 0.05 -5.85
H: -0.21 -2.09 -4.64
H: -0.52 -3.48 -3.20
C: -1.30 -0.75 2.37
C: -1.30 0.69 2.45
C: -2.01 1.15 1.37
C: -2.45 0.00 0.57
C: -2.01 -1.14 1.19
H: -0.96 -1.41 3.15
H: -0.96 1.27 3.29
H: -2.32 2.18 1.23
H: -3.12 0.03 -0.27
H: -2.28 -2.15 0.92
O: 2.18 0.09 -0.57
C: 2.69 0.05 0.57
O: 1.98 0.11 1.63
H: 3.78 -0.06 0.67

These are the Mulliken partial charges, in e, on atoms 1 to 6: 0.871 -0.511 0.506 -0.752 0.533 -1.281